[1]
The following is a quantum chemistry calculation of a single C6H11NO2 molecule at a distorted geometry, from the OMol25 dataset.

Results
E_HOMO (spin up / spin down) (eV): -9.00 / -8.99
Energy above the lowest of the compared OMol25 structures with the same formula, charge and spin (kJ/mol): 385.3
Lowest unoccupied orbital energy (spin up / spin down) (eV): -0.728 / -0.728
Kohn-Sham gap (spin up / spin down) (eV): 8.27 / 8.27
SMILES string: C=C(C)O[C@](C)(N)C=O
F_max (Eh/bohr): 0.099
Calculated total energy (Ha): -440.34050

Geometry as XYZ:
```
20
Properties=species:S:1:pos:R:3:forces:R:3:lowdin_charge:R:1
N -1.934 -1.011 0.522 0.306 0.311 -0.029 0.116
H -1.410 -1.498 1.246 -0.093 0.021 -0.100 0.075
H -2.338 -1.742 -0.059 0.020 0.169 0.073 0.092
H -2.082 -0.439 -2.148 -0.061 0.071 0.072 0.090
H -2.547 0.993 -1.190 0.140 -0.213 0.093 0.095
O 0.387 -2.234 -0.264 0.088 3.462 -1.193 0.013
H 1.597 1.683 -0.885 -0.004 0.009 0.140 0.084
C -1.710 0.356 -1.494 -0.016 -0.132 -0.168 -0.006
C 0.265 -1.041 -0.664 -1.638 -4.803 -0.162 -0.191
H 0.786 -0.724 -1.585 0.488 0.303 0.464 0.142
H 2.363 2.038 0.676 -0.078 -0.079 -0.062 0.090
H 1.891 0.427 2.670 0.637 -0.896 -0.409 0.078
H 2.808 0.576 -0.234 -0.020 0.180 0.058 0.088
H -1.024 0.976 -2.077 0.045 -0.128 0.125 0.084
C 1.105 0.022 2.039 -0.323 0.063 -1.672 0.135
H 0.396 -0.684 2.463 -0.235 0.681 0.326 0.074
C 1.978 1.238 0.037 0.121 -0.169 -0.528 -0.037
C 0.915 0.441 0.739 0.019 2.847 4.109 -0.427
O -0.431 0.856 0.483 0.348 -2.061 -0.880 -0.028
C -1.015 -0.231 -0.275 0.257 0.362 -0.258 -0.567
```
Positions in Å, forces in eV/Å.

[2]
The following is a quantum chemistry calculation of a molecular structure, C6H11NO2, from the OMol25 dataset.

Results
E_HOMO (eV): -8.43
Energy above the lowest of the compared OMol25 structures with the same formula, charge and spin (kJ/mol): 361.4
Lowest unoccupied orbital energy (eV): 0.779
Kohn-Sham gap (eV): 9.21
F_max (Eh/bohr): 0.019
Calculated total energy (Ha): -440.34960

Geometry as XYZ:
```
20
Properties=species:S:1:pos:R:3:forces:R:3:lowdin_charge:R:1
H -2.581 1.201 1.655 -0.035 -0.058 -0.009 0.060
C -1.705 0.604 1.419 -0.002 -0.175 -0.003 0.004
H 0.461 2.151 -0.740 0.030 0.003 -0.016 0.092
C 1.699 0.187 0.802 -0.121 0.020 -0.142 -0.051
H 1.201 0.867 1.503 -0.001 -0.017 -0.010 0.081
H 2.084 1.714 -1.335 -0.039 -0.015 0.020 0.089
N 1.031 0.126 -0.486 0.086 0.125 -0.001 -0.160
H 1.761 -0.804 1.248 0.010 0.011 -0.012 0.089
C 1.052 1.374 -1.242 -0.082 -0.152 0.130 -0.038
C -0.057 -0.686 -0.657 -0.676 -0.274 0.632 -0.425
H -0.202 -1.773 1.262 -0.109 0.091 -0.012 0.134
H -0.935 0.574 2.179 0.076 0.086 -0.065 0.050
H 2.714 0.554 0.643 -0.035 -0.022 0.000 0.091
H -0.919 -1.740 -1.883 0.026 0.147 0.006 0.120
H -2.437 -0.152 -0.427 -0.003 0.031 -0.027 0.103
O -1.181 -2.695 -0.298 0.147 0.549 0.251 -0.046
C -0.550 -1.746 0.225 0.388 -0.485 -0.522 -0.321
C -1.631 -0.096 0.298 0.388 0.180 -0.395 -0.034
O -0.452 -0.865 -1.929 -0.062 -0.051 0.149 0.072
H 0.646 1.205 -2.236 0.012 0.005 0.023 0.089
```
Positions in Å, forces in eV/Å.

[3]
The following is a quantum chemistry calculation of a molecular structure, C6H11NO2S at a distorted geometry, from the OMol25 dataset.

Results
E_HOMO (spin up / spin down) (eV): -9.63 / -9.63
Energy above the lowest of the compared OMol25 structures with the same formula, charge and spin (kJ/mol): 281.3
Lowest unoccupied orbital energy (spin up / spin down) (eV): -1.308 / -1.308
Kohn-Sham gap (spin up / spin down) (eV): 8.32 / 8.32
F_max (Eh/bohr): 0.054
Calculated total energy (Ha): -838.51691

Geometry as XYZ:
```
21
Properties=species:S:1:pos:R:3:forces:R:3:lowdin_charge:R:1
H -0.098 -2.315 -2.265 0.117 -0.075 -0.137 0.068
H -0.673 2.065 1.506 -0.040 -0.180 -0.034 0.143
O 2.043 -1.566 -0.833 -2.670 -0.117 0.828 -0.372
H 2.593 -2.330 -0.654 0.174 -0.378 0.233 -0.053
H -2.382 -1.308 -2.564 0.050 -0.067 -0.199 0.074
C 1.191 0.971 1.629 -0.140 0.020 0.016 -0.064
C -1.124 0.025 1.270 -0.070 1.647 -0.046 -0.559
H 1.112 0.670 2.672 0.077 0.019 0.101 0.084
N -0.549 -1.187 1.094 0.736 -2.059 -0.050 -0.237
C -1.917 -1.426 -1.599 -0.163 0.078 0.293 0.002
O -2.261 0.139 1.657 -0.231 -0.119 -0.071 0.091
H 0.410 2.397 -0.661 0.078 0.060 -0.049 0.085
S 0.061 -2.181 0.140 1.554 1.133 -1.230 1.139
C -0.192 1.205 1.027 -0.048 0.056 0.033 -0.340
C -0.093 1.450 -0.480 -0.068 -0.005 0.112 -0.052
C -0.718 -1.955 -1.463 0.524 -0.111 0.233 -0.356
H 1.713 0.195 1.074 0.135 -0.046 -0.022 0.055
H 0.486 0.659 -0.954 0.063 -0.031 -0.097 0.064
H -1.081 1.494 -0.935 -0.054 0.051 -0.086 0.081
H -2.484 -1.084 -0.748 -0.086 0.077 0.173 0.062
H 1.775 1.887 1.573 0.063 0.046 -0.002 0.084
```
Positions in Å, forces in eV/Å.

[4]
The following is a quantum chemistry calculation of a molecular structure, C6H11NO3S at a distorted geometry, from the OMol25 dataset.

Results
E_HOMO (eV): -9.18
Energy above the lowest of the compared OMol25 structures with the same formula, charge and spin (kJ/mol): 845.3
Lowest unoccupied orbital energy (eV): 0.198
Kohn-Sham gap (eV): 9.38
F_max (Eh/bohr): 0.163
Calculated total energy (Ha): -913.58350

Geometry as XYZ:
```
22
Properties=species:S:1:pos:R:3:forces:R:3:lowdin_charge:R:1
H 3.291 1.342 1.549 -2.903 -1.047 -2.534 0.189
H -0.933 -0.515 -1.572 0.845 0.670 1.238 0.104
H 3.030 2.412 -0.703 0.496 -4.210 -0.778 0.150
H 1.050 -0.143 1.916 1.167 0.388 -0.415 0.075
S 0.876 -1.456 -0.058 0.424 2.523 -2.625 0.932
O -3.082 1.567 -0.594 -0.733 -2.054 1.030 0.124
H -1.388 0.609 1.437 -0.224 -0.540 -2.803 0.176
H -2.057 -2.210 0.594 0.703 3.135 2.607 0.150
H -1.322 -1.222 2.306 -2.580 -1.071 -4.889 0.204
H 2.146 0.720 -1.671 2.693 1.115 3.060 0.125
C -0.489 -0.107 -0.595 1.785 0.570 -1.149 -0.232
C -1.637 -0.066 0.474 1.288 2.149 3.720 -0.482
C -2.878 0.446 -0.186 0.540 -0.890 -3.288 -0.417
N -1.999 -1.248 1.221 2.331 -3.102 2.550 -0.066
O -3.413 -0.825 -0.674 -2.562 2.706 -1.304 -0.025
O 1.620 -1.845 -1.361 -1.288 1.080 2.712 -0.588
C 1.598 0.042 0.959 -5.299 -6.113 2.270 -0.344
C 2.505 0.828 0.651 6.489 4.344 0.918 -0.381
C 2.972 1.089 -0.732 0.827 0.478 -2.476 -0.176
H 4.051 0.357 -0.854 -2.999 2.922 -0.118 0.156
H 0.280 0.951 -0.799 -3.147 -3.255 0.606 0.163
H -4.222 -0.725 -1.309 2.147 0.204 1.668 0.165
```
Positions in Å, forces in eV/Å.

[5]
The following is a quantum chemistry calculation of a single C6H11NO3S molecule at a distorted geometry, from the OMol25 dataset.

Results
E_HOMO (spin up / spin down) (eV): -7.58 / -8.03
Energy above the lowest of the compared OMol25 structures with the same formula, charge and spin (kJ/mol): 387.9
Lowest unoccupied orbital energy (spin up / spin down) (eV): -0.278 / -0.198
Kohn-Sham gap (spin up / spin down) (eV): 7.30 / 7.83
F_max (Eh/bohr): 0.086
Calculated total energy (Ha): -913.75771

Geometry as XYZ:
```
22
Properties=species:S:1:pos:R:3:forces:R:3:lowdin_charge:R:1
H 1.199 0.889 1.727 -0.599 -0.484 0.618 0.074
H 0.646 -1.482 0.743 -2.224 0.960 -1.951 0.179
C 1.366 0.948 0.672 2.144 0.972 -0.222 -0.106
S -1.107 1.842 -0.375 -0.064 -2.533 0.013 0.995
H -2.657 0.532 1.941 -0.539 -0.219 -1.329 0.140
H 0.123 -0.063 -2.496 0.570 0.450 1.444 0.125
C 0.256 0.539 -0.259 -2.104 -0.244 -0.275 -0.658
H -0.782 -1.399 -0.572 -0.108 -1.193 -1.853 0.070
H 1.615 -0.091 -1.457 2.255 -2.450 -0.525 0.043
O -0.599 2.909 0.471 0.240 1.765 1.212 -0.550
C -0.275 -0.915 0.190 1.897 1.509 3.709 -0.128
H 2.249 0.348 0.419 -0.282 -0.707 0.290 0.086
H 1.201 1.277 -2.058 -0.043 1.910 -0.578 0.067
N -1.300 -0.771 1.253 0.995 -0.685 -0.510 -0.059
H 1.908 1.922 0.620 -1.381 0.021 -0.689 0.102
C -3.436 -0.080 -0.134 0.833 1.799 3.345 -0.571
C -2.417 -0.021 0.998 -0.395 2.705 0.963 -0.113
C 0.750 0.413 -1.676 -1.133 -0.589 -0.880 -0.118
H -0.855 -0.487 2.124 -0.380 -0.187 -0.240 0.123
O -4.261 0.811 -0.283 1.250 -2.152 -0.622 0.077
O -3.218 -1.181 -0.837 -1.350 -0.207 -2.596 0.114
H -2.951 -1.911 -0.294 0.419 -0.442 0.674 0.107
```
Positions in Å, forces in eV/Å.

[6]
The following is a quantum chemistry calculation of a molecular structure, C6H11NO4S at a distorted geometry, from the OMol25 dataset.

Results
E_HOMO (eV): -9.62
Energy above the lowest of the compared OMol25 structures with the same formula, charge and spin (kJ/mol): 323.7
Lowest unoccupied orbital energy (eV): 0.121
Kohn-Sham gap (eV): 9.74
F_max (Eh/bohr): 0.090
Calculated total energy (Ha): -989.03265

Geometry as XYZ:
```
23
Properties=species:S:1:pos:R:3:forces:R:3:lowdin_charge:R:1
H 1.026 1.418 1.679 -0.089 0.152 0.119 0.087
O 1.994 0.669 -0.556 0.841 -0.993 -0.160 -0.115
H 1.049 -1.739 -1.616 0.095 -0.036 -0.230 0.089
H 0.632 -2.589 -0.060 0.135 -0.221 0.150 0.095
S 2.087 -0.718 0.248 0.164 -0.370 0.082 0.616
N -0.727 -0.661 -0.459 4.235 -1.802 0.070 -0.193
H -1.934 -2.116 -1.437 -0.044 -0.099 -0.002 0.083
C -1.266 -0.915 0.852 -0.231 -0.125 0.259 -0.143
H -2.470 -0.425 -1.491 -0.072 -0.024 -0.071 0.093
C -0.287 2.967 1.077 0.153 -0.147 -0.186 0.085
O 1.780 -0.547 1.635 -0.216 0.034 -0.222 -0.279
H -1.096 -0.933 -2.479 -0.076 0.015 -0.068 0.086
H -0.586 3.265 2.069 0.005 -0.023 0.164 0.068
H -0.707 3.510 0.245 -0.051 0.037 -0.140 0.077
C 0.825 -1.655 -0.566 -3.610 2.544 0.315 -0.067
O 0.600 2.112 -1.501 0.461 -0.295 0.404 0.145
C 0.575 1.977 0.875 -0.111 0.270 0.382 -0.085
H -2.049 -0.174 1.031 -0.054 -0.021 0.085 0.092
O 3.351 -1.278 -0.089 -0.090 0.177 -0.296 -0.242
C -1.595 -1.078 -1.523 0.014 -0.041 -0.253 -0.134
H -0.485 -0.784 1.600 -0.201 0.013 0.029 0.063
C 0.989 1.611 -0.486 -1.275 0.951 -0.466 -0.508
H -1.707 -1.918 0.952 0.015 0.002 0.034 0.087
```
Positions in Å, forces in eV/Å.

> Which value of energy above the lowest of the compared OMol25 structures with the same formula, charge and spin does entry 1 give?

385.3 kJ/mol

Copy entry 1 word for word.
The following is a quantum chemistry calculation of a single C6H11NO2 molecule at a distorted geometry, from the OMol25 dataset.

Results
E_HOMO (spin up / spin down) (eV): -9.00 / -8.99
Energy above the lowest of the compared OMol25 structures with the same formula, charge and spin (kJ/mol): 385.3
Lowest unoccupied orbital energy (spin up / spin down) (eV): -0.728 / -0.728
Kohn-Sham gap (spin up / spin down) (eV): 8.27 / 8.27
SMILES string: C=C(C)O[C@](C)(N)C=O
F_max (Eh/bohr): 0.099
Calculated total energy (Ha): -440.34050

Geometry as XYZ:
```
20
Properties=species:S:1:pos:R:3:forces:R:3:lowdin_charge:R:1
N -1.934 -1.011 0.522 0.306 0.311 -0.029 0.116
H -1.410 -1.498 1.246 -0.093 0.021 -0.100 0.075
H -2.338 -1.742 -0.059 0.020 0.169 0.073 0.092
H -2.082 -0.439 -2.148 -0.061 0.071 0.072 0.090
H -2.547 0.993 -1.190 0.140 -0.213 0.093 0.095
O 0.387 -2.234 -0.264 0.088 3.462 -1.193 0.013
H 1.597 1.683 -0.885 -0.004 0.009 0.140 0.084
C -1.710 0.356 -1.494 -0.016 -0.132 -0.168 -0.006
C 0.265 -1.041 -0.664 -1.638 -4.803 -0.162 -0.191
H 0.786 -0.724 -1.585 0.488 0.303 0.464 0.142
H 2.363 2.038 0.676 -0.078 -0.079 -0.062 0.090
H 1.891 0.427 2.670 0.637 -0.896 -0.409 0.078
H 2.808 0.576 -0.234 -0.020 0.180 0.058 0.088
H -1.024 0.976 -2.077 0.045 -0.128 0.125 0.084
C 1.105 0.022 2.039 -0.323 0.063 -1.672 0.135
H 0.396 -0.684 2.463 -0.235 0.681 0.326 0.074
C 1.978 1.238 0.037 0.121 -0.169 -0.528 -0.037
C 0.915 0.441 0.739 0.019 2.847 4.109 -0.427
O -0.431 0.856 0.483 0.348 -2.061 -0.880 -0.028
C -1.015 -0.231 -0.275 0.257 0.362 -0.258 -0.567
```
Positions in Å, forces in eV/Å.

> Among the records above, which one has the lowest energy above the lowest of the compared OMol25 structures with the same formula, charge and spin?

C6H11NO2S

> Which value of F_max does entry 5 give?

0.086 Eh/bohr